1.
DFT (the ωB97M-V functional and the def2-TZVPD basis) results for 5 unconnected molecules or ions with the total composition C2H12O5 at a distorted geometry.

The orbital gap comes out at 9.47 eV. Its LUMO energy is 0.327 eV. The highest occupied orbital energy is -0.3361 Ha. The SMILES is C=CO.O.O.O.O. The energy relative to the best compared isomer or geometry (same formula, charge and spin) comes out at 260.9 kJ/mol. The total energy comes out at -12503.4779 eV.

Geometry as ORCA input:
```
! wB97M-V def2-TZVPD RIJCOSX def2/J DEFGRID3
* xyz 0 1
O -1.248 -7.042 0.456
O 0.708 1.018 -2.555
O -2.352 0.633 -0.818
O -1.205 2.265 5.765
O 3.512 -0.577 -0.994
C 0.206 2.744 -0.869
C 0.322 2.285 -2.177
H -2.155 0.372 0.090
H 0.221 3.863 -0.616
H -0.387 1.688 5.548
H 3.422 -1.222 -0.227
H 0.492 2.012 0.027
H 1.284 0.327 -2.155
H -0.901 -6.912 -0.381
H 4.225 -0.851 -1.546
H -1.123 -6.110 0.876
H -2.059 1.740 5.852
H -2.011 1.564 -0.969
H 0.503 2.985 -3.046
*
```

2.
DFT (the ωB97M-V functional and the def2-TZVPD basis) results for 2 unconnected molecules or ions with the total composition C2H12OSi3 at a distorted geometry.

The orbital gap comes out at 7.37 eV. Its LUMO energy is -1.346 eV. The highest occupied orbital energy is -0.3205 Ha. The energy relative to the best compared isomer or geometry (same formula, charge and spin) comes out at 328.5 kJ/mol. The total energy comes out at -27945.4062 eV.

Geometry as ORCA input:
```
! wB97M-V def2-TZVPD RIJCOSX def2/J DEFGRID3
* xyz 0 1
Si -0.654 -1.847 2.300
Si 2.555 0.691 -4.077
Si -0.467 -0.902 0.264
O 0.702 -1.652 -0.659
C -1.228 2.034 0.547
C -0.038 1.008 0.496
H -2.043 1.710 0.021
H -1.482 2.000 1.625
H -0.572 -3.264 2.780
H 1.260 -1.005 -0.977
H -1.972 -1.719 2.809
H 1.298 0.057 -4.438
H 0.692 1.313 -0.426
H -0.904 3.017 0.361
H 0.447 -1.279 3.156
H -1.687 -0.972 -0.640
H 3.547 -0.239 -4.604
H 0.548 1.050 1.463
*
```

3.
DFT (the ωB97M-V functional and the def2-TZVPD basis) results for a molecular structure, C2H13BIrN3 at a distorted geometry.

The orbital gap (spin up / spin down) comes out at 4.27 / 6.12 eV. Its LUMO energy (spin up / spin down) is -3.839 / -7.684 eV. As for the expectation value of S²: 8.77. The highest occupied orbital energy (spin up / spin down) is -0.2980 / -0.5073 Ha. The energy relative to the best compared isomer or geometry (same formula, charge and spin) comes out at 305.9 kJ/mol. The total energy comes out at -10252.7994 eV.

Geometry as ORCA input:
```
! wB97M-V def2-TZVPD RIJCOSX def2/J DEFGRID3
* xyz 1 6
Ir 0.508 0.481 0.045
N 0.061 1.531 1.435
N 0.813 0.027 -2.040
N -1.406 -0.226 -0.396
C 2.450 0.418 0.597
C -0.063 2.338 2.282
B -0.195 3.373 3.386
H 1.378 -0.639 0.660
H -1.544 -0.642 -1.316
H 1.705 0.392 -2.375
H -1.626 -0.979 0.266
H 2.726 0.510 1.638
H -1.294 3.885 3.337
H 0.670 4.208 3.187
H 0.101 0.459 -2.645
H 3.214 -0.088 0.013
H 0.857 -0.980 -2.185
H -0.001 2.779 4.443
H 2.285 1.431 0.181
H -2.117 0.498 -0.269
*
```

4.
DFT (the ωB97M-V functional and the def2-TZVPD basis) results for 4 unconnected molecules or ions with the total composition C2H13N2O3 at a distorted geometry.

The orbital gap comes out at 11.51 eV. Its LUMO energy is -2.630 eV. The highest occupied orbital energy is -0.5197 Ha. The energy relative to the best compared isomer or geometry (same formula, charge and spin) comes out at 4.2 kJ/mol. The total energy comes out at -11402.3002 eV.

Geometry as ORCA input:
```
! wB97M-V def2-TZVPD RIJCOSX def2/J DEFGRID3
* xyz 1 1
O 2.219 0.846 -0.878
O -1.072 0.887 2.859
O -1.370 0.121 -3.046
N -0.970 1.061 0.011
N 0.140 -0.776 0.820
C -0.342 -0.087 -0.178
C 0.878 -2.020 0.611
H -0.492 1.639 3.040
H -1.468 1.426 -0.788
H 0.605 -2.470 -0.340
H -1.392 1.007 -3.433
H -1.410 1.275 0.901
H 2.786 1.474 -0.419
H 0.557 -2.777 1.329
H 0.203 -0.346 1.737
H -1.598 0.774 3.665
H 1.934 -1.813 0.757
H -0.188 -0.451 -1.182
H 2.629 0.722 -1.737
H -1.648 -0.492 -3.730
*
```

5.
DFT (the ωB97M-V functional and the def2-TZVPD basis) results for 4 unconnected molecules or ions with the total composition C2H13N2O3 at a distorted geometry.

The orbital gap comes out at 9.33 eV. Its LUMO energy is -2.927 eV. The highest occupied orbital energy is -0.4505 Ha. The energy relative to the best compared isomer or geometry (same formula, charge and spin) comes out at 138.2 kJ/mol. The total energy comes out at -11400.9124 eV.

Geometry as ORCA input:
```
! wB97M-V def2-TZVPD RIJCOSX def2/J DEFGRID3
* xyz 1 1
O -1.609 1.683 -1.748
O -1.194 -1.533 -1.953
O -0.322 -1.877 2.086
N 1.134 0.681 2.395
N 0.930 0.441 -1.262
C 1.319 0.341 1.116
C 1.045 1.093 0.028
H 1.561 0.887 -1.944
H 1.036 -0.048 3.077
H 0.948 2.163 0.094
H -2.370 1.137 -1.520
H -1.146 -1.501 1.724
H -0.926 -2.398 -1.627
H 0.951 -0.579 -1.266
H -0.660 -2.633 2.582
H -1.434 2.268 -1.004
H 1.012 1.618 2.746
H 1.571 -0.682 0.861
H 0.038 0.619 -1.778
H -1.883 -1.680 -2.608
*
```

6.
DFT (the ωB97M-V functional and the def2-TZVPD basis) results for 5 unconnected molecules or ions with the total composition C2H13NO4 at a distorted geometry.

The orbital gap (spin up / spin down) comes out at 2.45 / 9.55 eV. Its LUMO energy (spin up / spin down) is 3.244 / 3.191 eV. As for the expectation value of S²: 0.75. The highest occupied orbital energy (spin up / spin down) is 0.0292 / -0.2336 Ha. The energy relative to the best compared isomer or geometry (same formula, charge and spin) comes out at 143.9 kJ/mol. The total energy comes out at -11962.3615 eV.

Geometry as ORCA input:
```
! wB97M-V def2-TZVPD RIJCOSX def2/J DEFGRID3
* xyz -1 2
O -0.850 1.361 -0.349
O 1.383 -0.167 -2.908
O 2.787 1.368 4.793
O 0.973 1.514 2.435
N -1.510 -1.176 -1.584
C -1.540 -2.166 -0.459
C -2.122 -1.344 -2.654
H 0.844 0.393 -3.455
H -2.161 -3.120 -0.531
H 2.153 -0.477 -3.542
H 0.270 2.115 2.796
H -0.457 -2.545 -0.383
H 0.453 0.968 1.841
H -0.151 0.887 -0.869
H -1.543 0.798 -0.727
H -2.381 -0.427 -3.102
H 3.293 0.553 4.757
H 2.497 1.289 3.863
H -1.875 -1.597 0.406
H -2.752 -2.153 -3.050
*
```

7.
DFT (the ωB97M-V functional and the def2-TZVPD basis) results for a molecular structure, C2H13NO4 at a distorted geometry.

The orbital gap comes out at 7.29 eV. Its LUMO energy is -1.748 eV. The highest occupied orbital energy is -0.3321 Ha. The energy relative to the best compared isomer or geometry (same formula, charge and spin) comes out at 479.4 kJ/mol. The total energy comes out at -11960.4982 eV.

Geometry as ORCA input:
```
! wB97M-V def2-TZVPD RIJCOSX def2/J DEFGRID3
* xyz 0 1
O -0.100 1.559 1.171
O 1.013 -0.501 2.049
O -1.566 -0.647 2.424
O -0.330 2.176 -1.246
N 0.297 -0.086 -1.918
C -0.741 -0.875 -1.686
C 1.170 -1.082 -1.336
H -1.007 1.705 1.509
H 0.711 0.378 1.668
H 0.112 1.128 -1.687
H -1.999 -1.479 2.233
H -1.240 -1.310 -2.562
H -0.394 2.947 -1.763
H 1.009 -1.351 -0.259
H -0.589 -0.798 2.416
H 1.260 -2.028 -1.929
H -1.325 -0.712 -0.769
H -0.089 2.050 0.273
H 2.223 -0.732 -1.377
H 1.585 -0.342 2.790
*
```

8.
DFT (the ωB97M-V functional and the def2-TZVPD basis) results for 5 unconnected molecules or ions with the total composition C2H13NO4 at a distorted geometry.

The orbital gap comes out at 8.92 eV. Its LUMO energy is 0.323 eV. The highest occupied orbital energy is -0.3160 Ha. The SMILES is C=CN.O.O.O.O. The energy relative to the best compared isomer or geometry (same formula, charge and spin) comes out at 159.2 kJ/mol. The total energy comes out at -11963.8164 eV.

Geometry as ORCA input:
```
! wB97M-V def2-TZVPD RIJCOSX def2/J DEFGRID3
* xyz 0 1
O 0.757 -3.521 -2.053
O -0.333 0.985 -2.957
O 1.591 3.148 0.495
O 0.923 0.405 -0.101
N -0.366 -0.569 2.710
C -2.067 -0.053 1.136
C -1.061 -0.847 1.535
H 1.159 -2.760 -1.626
H 1.642 3.091 1.452
H -0.506 -1.478 0.846
H -2.968 0.122 1.721
H 0.238 -1.262 3.123
H -0.792 0.068 3.360
H 0.018 0.749 -2.085
H -2.275 -0.102 0.066
H 1.355 1.275 -0.049
H 0.908 3.814 0.352
H -0.058 -3.220 -2.474
H -1.144 0.457 -2.996
H 0.123 0.582 0.414
*
```